## a
ORCA calculation (wB97M-V/def2-TZVPD) on a structure of composition C26H32BN8O2Ru.

Structure (ORCA input):
```
! wB97M-V def2-TZVPD RIJCOSX def2/J DEFGRID3
* xyz -2 2
Ru 0.026 -0.039 -1.042
C -1.697 4.099 -1.995
C -0.647 3.167 -2.072
N -1.080 1.963 -1.755
N -2.380 2.075 -1.455
C -2.785 3.349 -1.591
B -3.147 0.782 -1.118
N -2.730 0.198 0.233
C -3.478 0.106 1.348
C -2.703 -0.453 2.340
C -1.460 -0.673 1.725
N -1.490 -0.277 0.460
N -2.807 -0.240 -2.233
C -3.593 -0.658 -3.235
C -2.813 -1.360 -4.131
C -1.530 -1.326 -3.564
N -1.547 -0.677 -2.409
H -1.664 5.160 -2.182
H 0.395 3.300 -2.317
H -3.808 3.627 -1.394
H -4.340 0.991 -1.104
H -4.498 0.454 1.348
H -2.979 -0.651 3.362
H -0.541 -1.047 2.142
H -4.641 -0.402 -3.243
H -3.118 -1.820 -5.056
H -0.610 -1.735 -3.943
C 2.861 -1.533 -3.335
C 2.141 -0.937 -2.125
O 1.371 0.188 -2.538
C 3.141 -0.510 -1.090
C 2.748 0.136 0.036
C 3.772 0.553 1.061
N 1.424 0.416 0.286
N 1.230 0.922 1.583
C 0.334 1.876 1.711
O -0.401 2.420 0.853
C 0.200 2.341 3.154
C 0.975 1.838 4.199
C 0.815 2.309 5.494
C -0.130 3.293 5.776
C -0.907 3.798 4.741
C -0.741 3.325 3.444
H 2.125 -1.881 -4.067
H 3.517 -2.366 -3.065
H 3.463 -0.747 -3.805
H 4.203 -0.661 -1.265
H 4.774 0.296 0.705
H 3.584 0.051 2.012
H 3.717 1.624 1.263
H 1.701 1.071 3.960
H 1.428 1.905 6.294
H -0.257 3.660 6.789
H -1.648 4.564 4.947
H -1.329 3.695 2.613
C -0.184 -3.650 -0.388
C 1.202 -3.008 -0.560
C 2.138 -4.042 -1.199
C 1.745 -2.688 0.834
C 1.002 -1.798 -1.500
H -0.136 -4.540 0.254
H -0.594 -3.945 -1.359
H -0.872 -2.929 0.056
H 2.173 -4.962 -0.601
H 3.152 -3.641 -1.270
H 1.803 -4.302 -2.209
H 1.677 -3.579 1.473
H 1.185 -1.875 1.293
H 2.788 -2.375 0.785
H 0.472 -2.222 -2.359
*
```

Computed properties:
frontier orbital gap (alpha / beta)	4.307 / 4.966	eV
LUMO (alpha / beta)	4.8173 / 4.8170	eV
HOMO level (alpha / beta)	0.51 / -0.15	eV

## b
ORCA calculation (wB97M-V/def2-TZVPD) on a structure of composition C26H32BN8O2Ru.

Structure (ORCA input):
```
! wB97M-V def2-TZVPD RIJCOSX def2/J DEFGRID3
* xyz -2 2
Ru 0.989 -0.540 -0.251
C 2.626 3.425 -0.687
C 1.505 2.689 -0.265
N 1.432 1.551 -0.940
N 2.452 1.528 -1.802
C 3.205 2.624 -1.663
B 2.558 0.226 -2.687
N 2.334 -0.926 -1.751
C 3.213 -1.918 -1.647
C 3.165 -2.999 -0.803
C 2.082 -3.176 0.138
N 1.100 -2.387 0.344
N 1.441 0.347 -3.822
C 1.714 0.696 -5.095
C 0.524 0.880 -5.771
C -0.447 0.615 -4.785
N 0.112 0.300 -3.624
H 2.978 4.374 -0.318
H 0.769 2.916 0.491
H 4.085 2.765 -2.269
H 3.608 0.241 -3.321
H 4.068 -1.870 -2.328
H 3.954 -3.743 -0.856
H 2.105 -4.128 0.705
H 2.735 0.767 -5.435
H 0.381 1.163 -6.802
H -1.524 0.643 -4.868
C 4.721 -0.769 2.405
C 3.299 -0.432 1.976
O 3.103 -0.182 0.791
C 2.310 -0.410 3.005
C 0.975 -0.072 2.871
C 0.181 -0.041 4.160
N 0.354 0.256 1.726
N -0.902 0.770 2.005
C -1.711 1.003 1.052
O -1.541 0.780 -0.245
C -3.015 1.665 1.408
C -3.439 1.750 2.729
C -4.668 2.317 3.044
C -5.485 2.823 2.040
C -5.058 2.758 0.723
C -3.832 2.175 0.409
H 5.390 -0.580 1.568
H 4.782 -1.824 2.682
H 5.026 -0.169 3.267
H 2.644 -0.675 4.000
H 0.808 -0.362 4.991
H -0.687 -0.699 4.080
H -0.199 0.961 4.357
H -2.793 1.349 3.499
H -4.991 2.357 4.077
H -6.443 3.268 2.284
H -5.679 3.157 -0.070
H -3.488 2.115 -0.616
C -3.435 -1.351 -0.626
C -1.997 -1.715 -0.229
C -1.973 -2.110 1.257
C -1.575 -2.928 -1.061
C -1.039 -0.568 -0.616
H -4.111 -2.187 -0.404
H -3.491 -1.138 -1.698
H -3.799 -0.473 -0.089
H -2.483 -3.072 1.393
H -2.476 -1.370 1.886
H -0.938 -2.218 1.585
H -2.234 -3.776 -0.833
H -0.548 -3.202 -0.833
H -1.651 -2.705 -2.131
H -1.075 -0.534 -1.706
*
```

Computed properties:
frontier orbital gap (alpha / beta)	4.733 / 4.713	eV
LUMO (alpha / beta)	4.6054 / 4.6053	eV
HOMO level (alpha / beta)	-0.13 / -0.11	eV

Least stable of them? b.

## a
ORCA calculation (wB97M-V/def2-TZVPD) on a cluster of 2 separate species, C2H6SSi in total.

Structure (ORCA input):
```
! wB97M-V def2-TZVPD RIJCOSX def2/J DEFGRID3
* xyz 0 1
C -1.697 0.594 0.802
C -0.635 0.062 1.347
Si 0.613 -0.517 2.366
S 0.771 -0.372 -3.695
H -2.684 -0.068 0.770
H -1.781 1.520 0.251
H -0.222 -1.305 -3.345
H 1.485 -1.713 1.952
H 1.003 0.185 3.748
H 0.001 0.615 -3.292
*
```

Computed properties:
SMILES	C=C=[SiH2].S
frontier orbital gap	8.503	eV
LUMO	0.3053	eV
HOMO level	-8.20	eV

## b
ORCA calculation (wB97M-V/def2-TZVPD) on a cluster of 2 separate species, C2H6SSi in total.

Structure (ORCA input):
```
! wB97M-V def2-TZVPD RIJCOSX def2/J DEFGRID3
* xyz 0 1
C 2.065 -0.993 0.028
C 2.962 0.150 -0.006
Si -2.881 -0.616 -0.026
S 0.515 -1.452 0.033
H 2.555 0.932 0.614
H 2.853 0.405 -0.991
H 4.003 -0.089 0.284
H -2.379 0.218 1.065
H -3.462 0.295 -1.216
H -3.712 -1.912 -0.118
*
```

Computed properties:
frontier orbital gap (alpha / beta)	6.858 / 7.242	eV
LUMO (alpha / beta)	-0.5282 / -0.0867	eV
HOMO level (alpha / beta)	-7.39 / -7.33	eV

Least stable of them? b.

## a
ORCA calculation (wB97M-V/def2-TZVPD) on a cluster of 2 separate species, C11H14N2O in total.

Structure (ORCA input):
```
! wB97M-V def2-TZVPD RIJCOSX def2/J DEFGRID3
* xyz 0 1
C -1.138 2.405 -0.272
C 1.329 -0.065 1.101
C -0.046 0.387 0.945
C 0.037 1.630 0.210
C 1.320 2.028 0.108
C 1.482 -1.160 1.923
C 0.331 -1.748 2.515
C -1.159 -0.167 1.489
C -0.950 -1.250 2.371
N 2.134 1.049 0.785
H 3.126 1.023 0.590
H 2.508 -1.463 2.277
H 1.908 2.870 -0.197
H 0.491 -2.757 2.913
H -2.200 0.023 1.234
H -1.855 2.073 -1.019
H -0.780 3.378 -0.596
H -1.760 -1.829 2.813
H -1.833 2.606 0.583
C -0.432 -0.290 -3.060
C 0.189 -1.111 -1.963
O 1.353 -0.898 -1.675
N -0.543 -2.031 -1.282
H -0.075 -2.591 -0.590
H -1.523 -2.274 -1.460
H -0.641 0.675 -2.524
H -1.443 -0.524 -3.300
H 0.171 0.009 -3.916
*
```

Computed properties:
SMILES	Cc1c[nH]c2ccccc12.CC(N)=O
frontier orbital gap	8.539	eV
LUMO	0.8328	eV
HOMO level	-7.71	eV

## b
ORCA calculation (wB97M-V/def2-TZVPD) on a cluster of 2 separate species, C11H14N2O in total.

Structure (ORCA input):
```
! wB97M-V def2-TZVPD RIJCOSX def2/J DEFGRID3
* xyz 0 1
C 0.959 -0.013 3.926
C 1.640 1.011 3.093
O 1.266 1.487 2.040
N 2.406 1.895 3.877
H 0.118 0.402 4.491
H 1.588 -0.681 4.505
H 2.719 2.714 3.395
H 2.868 1.725 4.762
H 0.415 -0.671 3.250
C 0.810 -0.922 -3.960
C 1.337 -0.045 -1.631
C -0.691 -0.084 -0.644
C 0.474 -0.518 -2.573
C -0.833 -0.557 -1.962
C -1.751 0.090 0.263
C -2.985 -0.295 -0.239
C -2.105 -0.884 -2.427
C -3.178 -0.713 -1.573
N 0.656 0.130 -0.413
H 0.951 0.840 0.249
H 2.357 0.284 -1.702
H -1.535 0.565 1.205
H 1.847 -1.272 -4.039
H 0.630 -0.165 -4.718
H -3.799 -0.479 0.458
H -2.139 -1.332 -3.414
H -4.192 -0.764 -1.935
H 0.168 -1.751 -4.283
*
```

Computed properties:
SMILES	Cc1c[nH]c2ccccc12.CC(N)=O
frontier orbital gap	8.033	eV
LUMO	0.5824	eV
HOMO level	-7.45	eV

## c
ORCA calculation (wB97M-V/def2-TZVPD) on a cluster of 2 separate species, C11H14N2O in total.

Structure (ORCA input):
```
! wB97M-V def2-TZVPD RIJCOSX def2/J DEFGRID3
* xyz 0 1
C 1.579 -3.761 0.179
C 0.837 -3.253 -2.203
C 0.764 -3.144 -0.744
C -0.893 -2.134 -1.634
N -0.257 -2.638 -2.743
N -0.428 -2.486 -0.445
H 1.774 -3.613 -2.652
H -0.365 -2.534 -3.717
H 2.573 -3.289 0.305
H 1.919 -4.844 0.140
H -1.745 -1.613 -1.799
H 1.053 -3.869 1.209
C -1.877 1.538 2.724
C 0.304 1.494 -0.450
C 0.744 2.850 -0.536
C -0.714 1.123 0.520
C -1.129 2.029 1.490
C 0.331 3.746 0.459
C -0.612 3.355 1.474
O 1.548 3.185 -1.557
H 0.664 0.760 -1.165
H -1.337 0.255 0.343
H 0.523 4.757 0.530
H 2.276 3.800 -1.129
H -1.132 1.148 3.516
H -2.755 0.740 2.635
H -1.028 4.084 2.144
H -2.616 2.315 3.108
*
```

Computed properties:
SMILES	Cc1ccc(O)cc1.Cc1c[nH]cn1
frontier orbital gap	8.887	eV
LUMO	0.7810	eV
HOMO level	-8.11	eV

Least stable of them? c.